Entry 1:
# C42H40GeMgN4O5S2

C42H40GeMgN4O5S2 as an isolated structure (the ωB97M-V functional and the def2-TZVPD basis, OMol25).

LUMO	-6.94	eV
gap between HOMO and LUMO	5.745	eV
E	-5292.65972	hartree
net charge	+2

Last column: Mulliken charge in e.
Atoms and positions in Å:
1 Mg -0.1807 1.2742 -0.2811  0.4579
2 Ge -1.7502 -2.8686 1.2818  0.2730
3 C -2.6708 -3.5723 -0.1711  1.1471
4 C -4.0726 -3.5239 -0.1052  -0.5733
5 C -4.8238 -4.1046 -1.1142  -0.6627
6 C -4.1807 -4.6852 -2.2012  -0.5143
7 C -2.7885 -4.7087 -2.2897  -0.7474
8 C -2.0313 -4.1739 -1.2688  0.1707
9 C -0.0794 -3.4369 1.9143  0.8492
10 C 0.1038 -3.3352 3.2996  -0.5006
11 C 1.2280 -3.8931 3.8894  -0.7015
12 C 2.1842 -4.5128 3.0964  -0.5495
13 C 2.0218 -4.5931 1.7142  -0.8564
14 C 0.8881 -4.0702 1.1217  -0.2072
15 H -2.5242 -1.9881 2.2529  0.0134
16 H -4.5794 -3.0317 0.7175  0.3270
17 H -5.9044 -4.0748 -1.0656  0.4559
18 H -4.7697 -5.1179 -3.0002  0.4407
19 H -2.3029 -5.1310 -3.1585  0.4337
20 H -0.9526 -4.1882 -1.3512  -0.0173
21 H -0.6345 -2.8414 3.9219  0.3599
22 H 1.3546 -3.8507 4.9634  0.5313
23 H 3.0612 -4.9504 3.5566  0.4511
24 H 2.7700 -5.0868 1.1087  0.4622
25 H 0.7555 -4.1654 0.0520  0.3489
26 N -1.1256 2.9483 -1.3509  -0.3946
27 C -1.0571 2.1778 -2.5898  0.5073
28 C -2.1985 1.9396 -3.3296  -0.9767
29 C -2.1826 0.9272 -4.2785  -0.1423
30 C -1.0382 0.1735 -4.4979  -0.5816
31 C 0.1516 0.5460 -3.8876  -0.9432
32 C 0.1416 1.5310 -2.9053  -0.3161
33 S -1.1401 -1.4334 -5.2992  1.3660
34 O 0.0459 -1.5260 -6.1061  -0.7049
35 O -2.4274 -1.4096 -5.9588  -0.7125
36 O -1.1203 -2.3084 -4.1129  -0.5534
37 H -0.5740 3.8022 -1.4097  0.3086
38 H -2.0868 3.2361 -1.1928  0.2931
39 H -3.1145 2.4802 -3.1169  0.4289
40 H -3.0779 0.6751 -4.8350  0.6359
41 H 1.0585 0.0059 -4.1349  0.5740
42 H 1.0665 1.7943 -2.3996  0.7196
43 C 2.6118 -0.6323 5.1305  -1.5890
44 C 1.8196 -0.3144 3.8998  1.0548
45 C 2.2580 -0.7038 2.6357  -1.1020
46 C 1.5202 -0.3639 1.5244  -0.2829
47 N 0.3737 0.3346 1.5843  1.1838
48 C -0.0546 0.7013 2.8010  -0.5101
49 C 0.6246 0.3978 3.9635  -1.4440
50 H 3.1397 -1.5795 5.0251  0.3929
51 H 1.9784 -0.6723 6.0152  0.4416
52 H 3.3636 0.1426 5.2972  0.2801
53 H 3.1702 -1.2737 2.5145  0.5140
54 H 1.8646 -0.6573 0.5383  0.3206
55 H -0.9782 1.2684 2.8441  0.5440
56 H 0.2239 0.7257 4.9142  0.5272
57 N -5.6920 -1.3703 -3.6730  -0.2666
58 C -5.6148 -1.1880 -2.3403  -0.1248
59 O -6.5354 -1.3260 -1.5589  -0.6200
60 C -4.2630 -0.7830 -1.8062  0.8368
61 C -4.2109 0.0198 -0.6618  -1.7089
62 C -2.9821 0.3446 -0.1427  -0.3645
63 N -1.8129 -0.0754 -0.6950  1.4078
64 C -1.8879 -0.8671 -1.7697  -1.2195
65 C -3.0880 -1.2440 -2.3500  -0.7066
66 H -6.5664 -1.6874 -4.0610  0.2771
67 H -4.8866 -1.3346 -4.2792  0.1833
68 H -5.1259 0.3561 -0.1921  0.6772
69 H -2.9075 0.9608 0.7494  0.4258
70 H -0.9684 -1.2206 -2.2198  0.4857
71 H -3.0241 -1.8912 -3.2171  0.9548
72 O 1.5431 2.2114 -0.1034  0.1274
73 S 2.0654 3.6548 -0.0791  -0.0061
74 C 3.7758 3.5136 -0.5239  0.5397
75 C 4.3061 2.2904 -0.8953  -0.0182
76 C 5.6419 2.2376 -1.2751  -0.7919
77 C 6.4115 3.3910 -1.2811  -0.4955
78 C 5.8562 4.6120 -0.9125  -0.6543
79 C 4.5267 4.6832 -0.5351  -0.5443
80 C 2.1733 4.0780 1.6315  0.6467
81 C 1.3923 5.1359 2.0735  -0.3079
82 C 1.4233 5.4763 3.4211  -0.7410
83 C 2.2237 4.7561 4.2937  -0.5225
84 C 3.0025 3.6943 3.8347  -0.6849
85 C 2.9853 3.3495 2.4968  -0.3184
86 H 3.6893 1.4025 -0.8953  0.3186
87 H 6.0778 1.2938 -1.5747  0.4301
88 H 7.4493 3.3442 -1.5828  0.4150
89 H 6.4585 5.5100 -0.9271  0.4236
90 H 4.0880 5.6336 -0.2526  0.4357
91 H 0.7836 5.6995 1.3762  0.4399
92 H 0.8327 6.3074 3.7816  0.4500
93 H 2.2568 5.0298 5.3402  0.4426
94 H 3.6404 3.1553 4.5232  0.4707
95 H 3.6035 2.5442 2.1171  0.4765

***

Entry 2:
# C57H64N11O2SiY

C57H64N11O2SiY as an isolated structure (the ωB97M-V functional and the def2-TZVPD basis, OMol25).

LUMO	0.46	eV
gap between HOMO and LUMO	6.914	eV
E	-3291.23740	hartree

Last column: Mulliken charge in e.
Atoms and positions in Å:
1 Y 0.4149 -0.3577 -0.0516  -1.0037
2 O 0.0325 -3.7513 3.1641  -0.6960
3 C -0.0631 -2.7117 2.5196  -0.5829
4 N 0.1421 -2.5316 1.1885  1.3802
5 C 0.4935 -3.7173 0.5424  -0.7554
6 O -0.1625 -4.7230 0.4887  -0.6742
7 C 1.8923 -3.6790 -0.0398  0.4954
8 C 2.5407 -4.8680 -0.3210  -0.4404
9 C 3.8543 -4.8215 -0.7602  -1.0189
10 C 4.4703 -3.5871 -0.8788  -1.1093
11 C 3.7425 -2.4517 -0.5583  -0.4854
12 N 2.4735 -2.4856 -0.1583  1.0469
13 C -0.2721 -1.4466 3.3062  0.2698
14 C -0.6789 -1.5414 4.6312  -1.0065
15 C -0.7896 -0.3843 5.3780  -1.0195
16 C -0.4568 0.8269 4.7808  -1.4405
17 C -0.0516 0.8161 3.4609  0.0112
18 N 0.0253 -0.2921 2.7218  2.0459
19 H 2.0011 -5.7980 -0.1880  0.5857
20 H 4.3923 -5.7329 -0.9903  0.4289
21 H 5.4988 -3.4993 -1.2078  0.4999
22 H 4.2019 -1.4702 -0.5986  0.4774
23 H -0.8901 -2.5233 5.0314  0.6131
24 H -1.1213 -0.4201 6.4094  0.4464
25 H -0.5014 1.7617 5.3275  0.4925
26 H 0.2306 1.7336 2.9576  0.0014
27 C -3.9600 -4.9616 -2.8559  -1.7318
28 C -2.7195 -4.1010 -2.7899  0.1447
29 C -1.4511 -4.6655 -2.6572  -1.1450
30 C -0.3234 -3.8816 -2.5010  0.3302
31 C -0.3890 -2.4868 -2.4553  -0.9160
32 N 0.7181 -1.6277 -2.2542  1.3575
33 C 1.6876 -1.6523 -3.2262  0.3365
34 C 1.5796 -2.4579 -4.4035  -0.9349
35 C 2.5587 -2.5625 -5.3668  -1.3635
36 C 3.7325 -1.8156 -5.2957  0.2199
37 C 4.7977 -1.8758 -6.3720  -1.6182
38 C 3.8215 -0.9431 -4.2338  -0.6023
39 C 2.8602 -0.8460 -3.2171  0.5675
40 N 3.1191 0.1923 -2.2328  0.3127
41 C 4.3297 0.7461 -1.9885  -0.1459
42 C 4.1347 1.8910 -1.2527  -1.5860
43 C 2.7510 1.9458 -1.0633  -0.5523
44 N 2.1394 0.9153 -1.6367  0.1119
45 C -1.6537 -1.9430 -2.7022  -0.6027
46 C -2.7977 -2.7206 -2.8313  -0.0002
47 N -1.7536 -0.5414 -2.9567  0.4994
48 C -2.3743 0.0439 -4.0151  -0.2779
49 C -2.0414 1.3746 -3.9945  -1.8110
50 C -1.1941 1.5072 -2.8766  -1.2988
51 N -1.0310 0.3513 -2.2545  1.6952
52 H -3.7828 -5.8638 -3.4481  0.4642
53 H -4.2579 -5.2837 -1.8513  0.2796
54 H -4.8022 -4.4201 -3.2960  0.3865
55 H -1.3474 -5.7478 -2.6507  0.3856
56 H 0.6446 -4.3526 -2.4263  0.7645
57 H 0.6724 -3.0195 -4.5466  0.6143
58 H 2.3935 -3.2197 -6.2196  0.3693
59 H 4.7863 -2.8441 -6.8761  0.4001
60 H 4.6455 -1.1078 -7.1382  0.2953
61 H 5.7969 -1.7283 -5.9559  0.3762
62 H 4.6674 -0.2635 -4.2199  0.5185
63 H 5.2466 0.3061 -2.3477  0.4680
64 H 4.8893 2.5818 -0.9057  0.6049
65 H 2.1659 2.6818 -0.5269  0.7612
66 H -3.7594 -2.2294 -2.9800  0.3739
67 H -2.9634 -0.5407 -4.7104  0.5351
68 H -2.3586 2.1469 -4.6823  0.5022
69 H -0.7029 2.3945 -2.5032  0.8617
70 C -0.1749 1.9933 0.3738  1.5018
71 Si -1.8830 2.5876 0.6904  0.2030
72 C -3.0056 1.2086 1.3099  -0.8241
73 N -2.8451 -0.0788 0.5957  0.9654
74 C -3.4125 -1.2060 1.3514  -0.5329
75 C -4.9385 -1.2280 1.4060  -0.8792
76 C -5.5309 -1.2157 -0.0018  -0.8857
77 C -4.9885 -0.0065 -0.7565  -1.7198
78 C -3.4604 -0.0235 -0.7473  1.2162
79 C -2.0782 3.9597 2.0106  0.7626
80 C -2.7908 5.1412 1.7627  -0.6609
81 C -2.9266 6.1314 2.7340  -0.7360
82 C -2.3499 5.9711 3.9877  -0.7011
83 C -1.6469 4.8066 4.2675  -0.7875
84 C -1.5216 3.8225 3.2930  0.2485
85 C -2.5998 3.3971 -0.8550  0.3160
86 C -1.8524 4.4137 -1.4648  -0.0412
87 C -2.3379 5.1038 -2.5698  -0.6642
88 C -3.5945 4.7935 -3.0900  -0.7878
89 C -4.3567 3.7995 -2.4919  -0.6317
90 C -3.8604 3.1133 -1.3849  0.2381
91 H 0.4858 2.3399 1.1950  -0.1773
92 H 0.1638 2.5358 -0.5252  0.1519
93 H -4.0555 1.5482 1.2944  0.6098
94 H -2.7576 1.0816 2.3708  0.5995
95 H -3.0154 -1.1724 2.3585  0.3857
96 H -3.0613 -2.1336 0.8848  0.1909
97 H -5.3037 -0.3594 1.9650  0.3092
98 H -5.2495 -2.1185 1.9524  0.5052
99 H -6.6211 -1.1997 0.0327  0.5565
100 H -5.2304 -2.1332 -0.5251  0.1734
101 H -5.3650 0.9129 -0.2924  0.5763
102 H -5.3301 0.0017 -1.7970  0.3802
103 H -3.0730 0.8509 -1.2713  -1.0533
104 H -3.1411 -0.9145 -1.2857  0.0205
105 H -3.2563 5.2998 0.7939  0.2654
106 H -3.4849 7.0321 2.5068  0.4189
107 H -2.4512 6.7445 4.7413  0.3631
108 H -1.1976 4.6648 5.2451  0.4186
109 H -0.9768 2.9199 3.5475  -0.3753
110 H -0.8708 4.6735 -1.0654  0.3623
111 H -1.7389 5.8823 -3.0274  0.4161
112 H -3.9776 5.3328 -3.9508  0.3540
113 H -5.3359 3.5536 -2.8881  0.4206
114 H -4.4745 2.3319 -0.9343  -0.1355
115 C 3.2707 2.9310 3.1099  -0.4174
116 C 4.3715 1.9369 2.7333  -1.0287
117 N 4.1159 0.5565 3.1356  0.3719
118 C 4.7308 0.0668 4.3719  -0.8344
119 C 3.9293 0.3825 5.6329  -0.9064
120 C 3.2458 -0.2089 2.4173  0.4871
121 C 3.0414 -1.6336 2.8592  -1.3528
122 N 2.5741 0.2247 1.4001  1.4430
123 H 3.4815 3.9136 2.6759  0.3624
124 H 3.1938 3.0463 4.1940  0.3196
125 H 2.2980 2.5974 2.7360  -0.1359
126 H 5.3138 2.2335 3.1895  0.4431
127 H 4.5356 1.9601 1.6544  0.2718
128 H 5.7200 0.5148 4.4447  0.4247
129 H 4.8855 -1.0048 4.2948  0.4112
130 H 3.8916 1.4594 5.8203  0.2893
131 H 4.3896 -0.0960 6.5042  0.4169
132 H 2.9011 0.0163 5.5409  0.1189
133 H 3.9526 -2.2191 2.7096  0.6194
134 H 2.2507 -2.0653 2.2595  -0.6767
135 H 2.7624 -1.6973 3.9153  0.4242
136 H 2.7243 1.2064 1.2175  -0.8994

***

Entry 3:
# C4H14NO2

A 3-piece molecular cluster, C4H14NO2 overall in a non-equilibrium geometry (the ωB97M-V functional and the def2-TZVPD basis, OMol25).

LUMO	-3.24	eV
gap between HOMO and LUMO	10.985	eV
E	-365.78659	hartree
net charge	+1

Last column: Mulliken charge in e.
Atoms and positions in Å:
1 C 2.1671 -1.0419 1.1257  -1.0649
2 C 0.9202 -0.5401 1.8582  -0.5679
3 C -0.3361 -0.7130 1.0480  0.6412
4 C -1.3463 -1.4741 1.4130  -1.0760
5 N -0.5208 0.1350 -0.1247  -0.1683
6 H 3.0650 -0.8702 1.6969  0.3592
7 H 2.1687 -2.1033 0.8805  0.3214
8 H 2.2922 -0.4551 0.2097  0.2816
9 H 0.7256 -0.9813 2.8226  0.4015
10 H 1.0809 0.5297 1.9667  0.2380
11 H -1.3484 -2.1426 2.2613  0.2947
12 H -2.2980 -1.4901 0.8858  0.2676
13 H -1.3417 0.0263 -0.7387  0.4095
14 H 0.2749 0.0937 -0.7850  0.2982
15 H -0.5285 1.0925 0.1100  0.3833
16 H -2.0132 1.8737 -2.5211  0.3161
17 H -2.7019 2.3299 -1.2738  0.3137
18 O -2.2027 1.5786 -1.6261  -0.6317
19 H 1.6594 0.4424 -2.7620  0.3492
20 H 0.8087 1.6792 -2.8423  0.3006
21 O 1.3507 1.1786 -2.2228  -0.6670

***

Entry 4:
# C19H26AuBrN6O

C19H26AuBrN6O as an isolated structure (the ωB97M-V functional and the def2-TZVPD basis, OMol25).

LUMO	-7.04	eV
gap between HOMO and LUMO	7.396	eV
E	-3852.59407	hartree
net charge	+2

Last column: Mulliken charge in e.
Atoms and positions in Å:
1 Au 0.4480 -0.7867 0.3700  0.6526
2 C -1.2325 -1.3386 -2.0958  -1.4427
3 C -1.3887 -1.4423 -0.6105  0.6428
4 O -2.3010 -1.7479 0.0241  -0.2185
5 H -2.2149 -1.4686 -2.5436  0.4073
6 H -0.5609 -2.1280 -2.4328  0.4382
7 H -0.8214 -0.3687 -2.3649  0.2753
8 N 5.2121 -2.0344 -3.4508  -0.4285
9 C 4.1395 -1.7374 -2.7101  1.1778
10 C 3.0143 -1.0935 -3.2563  -0.9110
11 C 1.9352 -0.8133 -2.4653  -0.2868
12 N 1.8701 -1.1288 -1.1574  -0.2957
13 C 2.9648 -1.7254 -0.6190  -0.3057
14 C 4.0827 -2.0410 -1.3324  -0.8486
15 H 5.2387 -1.8313 -4.4349  0.2093
16 H 6.0055 -2.5085 -3.0557  0.2072
17 H 2.9929 -0.8031 -4.2985  0.3561
18 H 1.0940 -0.2909 -2.8886  0.5439
19 H 2.9262 -1.9633 0.4367  0.4777
20 H 4.9133 -2.5229 -0.8343  0.3724
21 Br 2.5391 1.0488 1.5725  -0.0872
22 C 1.3941 2.4274 0.9021  0.4033
23 C 1.7586 3.7495 1.0455  -0.6697
24 C 0.8592 4.6974 0.5765  -0.2559
25 C -0.3347 4.2816 0.0049  -0.8408
26 C -0.5838 2.9246 -0.0878  -0.1700
27 N 0.2779 1.9961 0.3544  -0.0229
28 H 2.6953 4.0270 1.5064  0.4378
29 H 1.0911 5.7508 0.6632  0.4111
30 H -1.0573 4.9960 -0.3649  0.4378
31 H -1.5008 2.5567 -0.5374  0.4832
32 C -4.3289 0.0846 2.8563  -0.6890
33 C -3.4704 1.0492 2.0571  -0.5967
34 N -2.0923 0.5498 1.9786  0.1758
35 C -1.6307 -0.5728 2.5529  0.8337
36 N -0.4432 -1.0514 2.1634  -0.3495
37 C 0.1604 -2.1303 2.9603  -0.5183
38 C -0.9122 -3.1245 3.3689  -0.7844
39 C -1.9566 -2.3947 4.1833  -0.6602
40 N -2.3359 -1.1345 3.5346  0.0384
41 C -3.5188 -0.4239 4.0347  -0.7537
42 H -4.6393 -0.7610 2.2405  0.2932
43 H -5.2263 0.5946 3.2016  0.4144
44 H -3.4606 2.0299 2.5341  0.4319
45 H -3.8654 1.1691 1.0478  0.3441
46 H -1.4421 1.0073 1.3596  -0.0916
47 H 0.6618 -1.7066 3.8352  0.2924
48 H 0.9231 -2.6303 2.3634  0.3185
49 H -0.4900 -3.9399 3.9536  0.4101
50 H -1.3640 -3.5531 2.4716  0.2883
51 H -1.5768 -2.1733 5.1831  0.3388
52 H -2.8564 -2.9987 4.2958  0.4273
53 H -3.2104 0.4033 4.6796  0.2839
54 H -4.0899 -1.1229 4.6404  0.4026